# 1
{"formula": "C6H15ClN", "method": "ωB97M-V/def2-TZVPD", "orbital_gap_ev": 10.61, "homo_energy_ha": -0.5120, "multiplicity": 1, "relative_energy_kj_mol": 41.3, "total_charge": 1, "symbols": ["C", "C", "C", "C", "C", "C", "N", "Cl", "H", "H", "H", "H", "H", "H", "H", "H", "H", "H", "H", "H", "H", "H", "H"], "coordinates": [[2.18674, 0.59931, 0.81158], [-1.75398, 0.87588, -1.34092], [-1.04695, 1.14501, 1.12583], [1.45192, -0.79582, 0.78016], [0.36317, -0.74094, -0.36826], [-1.38779, 0.24267, -0.00915], [-0.10371, -2.12866, -0.64297], [-2.61044, -0.97024, 0.53883], [2.55800, 0.74876, -0.15932], [2.93380, 0.53989, 1.58308], [1.28160, 1.22146, 0.97346], [-1.82417, 0.14198, -2.17374], [-0.93524, 1.63244, -1.64324], [-2.55779, 1.62894, -1.06500], [-0.31061, 0.74781, 1.78546], [-0.75149, 2.08661, 0.72105], [-1.92048, 1.42620, 1.66464], [2.01743, -1.67108, 0.52949], [0.98686, -1.14468, 1.65609], [0.75785, -0.11008, -1.12671], [-0.93643, -2.09366, -1.31394], [-0.58126, -2.44920, 0.19729], [0.68433, -2.67738, -0.95639]], "atomic_forces_ev_per_a": [[-2.775, -2.408, 0.985], [1.205, 2.001, 0.642], [-0.712, 0.471, -0.622], [-1.160, 0.782, -2.541], [-2.267, 1.482, 3.372], [3.139, -2.024, -0.642], [-1.704, 1.751, -1.690], [0.551, 0.045, -0.443], [0.874, 0.497, -1.097], [0.197, 0.717, 0.215], [1.617, 0.515, 0.244], [-0.812, 0.759, 0.607], [-0.788, -1.399, 0.516], [0.037, -1.431, -1.107], [0.203, -0.273, 0.575], [0.838, 0.703, -0.328], [-0.865, -0.142, 0.699], [1.263, -0.289, -0.401], [-0.730, 0.286, 1.723], [-0.024, -0.431, -1.533], [1.644, -0.341, 0.504], [0.388, -0.445, 0.461], [-0.117, -0.827, -0.138]]}

# 2
{"formula": "C6H15ClNOP", "method": "ωB97M-V/def2-TZVPD", "orbital_gap_ev": [8.75, 8.59], "homo_energy_ha": [-0.2901, -0.3319], "multiplicity": 3, "relative_energy_kj_mol": 191.1, "symbols": ["C", "C", "C", "C", "C", "C", "N", "O", "P", "Cl", "H", "H", "H", "H", "H", "H", "H", "H", "H", "H", "H", "H", "H", "H", "H"], "coordinates": [[0.87737, 1.97009, -1.77177], [-1.06988, 0.88820, -2.90465], [0.30737, 0.41394, 2.52112], [-0.01251, -2.10100, 2.56078], [0.07704, 0.62193, -1.94550], [-0.28162, -0.80069, 1.79755], [-0.54367, 0.16901, -0.70474], [2.63757, -1.44469, -0.21692], [0.24455, -1.03749, 0.12015], [-0.74035, -2.58713, -0.52783], [1.06367, 2.35463, -2.67766], [0.17082, 2.60246, -1.28237], [1.71269, 1.72053, -1.20027], [-1.48177, -0.10154, -3.35231], [-0.67438, 1.36639, -3.85983], [-1.86601, 1.31811, -2.43562], [1.32542, 0.38496, 2.37200], [-0.17816, 1.33788, 2.15035], [0.10593, 0.40794, 3.68977], [1.05782, -2.08577, 2.64605], [-0.31254, -3.09922, 2.06022], [-0.62135, -2.23660, 3.43578], [0.68966, -0.26286, -2.17159], [-1.45016, -0.70441, 1.80994], [-1.03752, 0.90532, -0.11263]], "atomic_forces_ev_per_a": [[-2.509, -3.450, 1.943], [2.357, -3.528, -4.207], [-2.917, 0.117, 1.873], [-0.395, -1.738, -1.403], [-0.564, 0.865, 0.194], [-4.037, -0.631, 1.699], [-0.576, 2.026, 1.912], [-0.357, 0.085, 0.070], [2.008, 1.688, -0.302], [-1.225, -2.261, -0.626], [1.148, 1.411, -3.267], [-0.189, 0.773, 0.674], [1.573, 0.254, 1.003], [0.571, 1.305, 1.039], [-0.793, 0.100, 1.370], [-1.993, 1.780, 1.041], [2.470, 0.489, -0.223], [0.649, -0.332, 0.100], [0.314, -0.303, -2.422], [0.560, -0.656, 0.984], [0.675, 1.811, -0.027], [0.360, 0.756, 0.989], [0.213, 0.678, -0.830], [1.778, 0.079, -0.366], [0.879, -1.321, -1.217]]}

# 3
{"formula": "C6H15ClSi2", "method": "ωB97M-V/def2-TZVPD", "orbital_gap_ev": [6.33, 6.71], "homo_energy_ha": [-0.2426, -0.2548], "multiplicity": 1, "relative_energy_kj_mol": 223.3, "symbols": ["C", "C", "C", "C", "C", "C", "Si", "Si", "Cl", "H", "H", "H", "H", "H", "H", "H", "H", "H", "H", "H", "H", "H", "H", "H"], "coordinates": [[0.25490, 2.37645, -0.40318], [1.31639, 1.53800, -0.60066], [2.38815, -1.24374, -1.55134], [-0.20797, -0.41210, -2.73882], [-1.57581, -1.48331, 0.79163], [-0.62936, 0.32681, 3.38537], [1.31297, 0.29690, -1.93995], [-1.09826, 0.25806, 1.58287], [-2.79451, 1.38477, 1.64801], [0.44885, 3.21090, 0.20779], [-0.75132, 2.23026, -0.84920], [2.16677, 1.90759, -0.00475], [1.64115, -1.89665, -1.11412], [2.92650, -1.66591, -2.41894], [3.26338, -0.78908, -0.94837], [-0.65309, 0.09482, -3.56477], [-0.04227, -1.44479, -2.98542], [-1.02855, -0.36708, -1.93480], [-0.83886, -2.33288, 0.83327], [-2.50670, -1.72177, 1.40252], [-2.03315, -1.19783, -0.16974], [0.07023, -0.50334, 3.63500], [-0.16923, 1.25687, 3.54786], [-1.46022, 0.17706, 4.18976]], "atomic_forces_ev_per_a": [[-0.147, -1.635, -0.804], [-1.033, 1.005, 0.020], [1.645, 2.374, -0.319], [-1.789, 0.715, 2.159], [-1.160, 0.807, 1.492], [-1.086, -2.731, 1.600], [1.660, -0.762, -0.467], [0.356, -1.260, -0.163], [-1.031, 0.497, -0.427], [-0.424, 1.052, 0.752], [0.831, 0.273, 0.239], [0.121, -0.816, -0.665], [0.640, -0.558, 0.587], [-0.787, -0.050, 0.224], [-1.621, -1.296, -0.081], [-0.014, 0.457, -0.727], [0.144, -0.453, -0.104], [0.934, -0.302, -0.989], [-0.796, 1.077, -0.365], [1.136, -0.160, -0.444], [0.693, -0.596, -0.022], [-0.019, 0.672, -0.243], [0.728, 1.239, 0.436], [1.020, 0.451, -1.689]]}

# 4
{"formula": "C6H15INO3SSi", "method": "ωB97M-V/def2-TZVPD", "orbital_gap_ev": 6.65, "homo_energy_ha": -0.1562, "multiplicity": 1, "total_charge": -1, "symbols": ["C", "C", "S", "C", "Si", "C", "C", "C", "I", "H", "H", "H", "H", "H", "H", "H", "H", "H", "H", "H", "H", "H", "H", "H", "N", "O", "O", "O"], "coordinates": [[4.36211, -0.42547, -0.22106], [3.22212, 0.06067, 0.65481], [2.76870, 1.77305, 0.22249], [1.16640, 1.90720, 1.07652], [-0.22738, 2.55940, -0.03857], [-1.61583, 1.31299, -0.22407], [-1.14203, -0.14705, -0.41804], [-1.15205, -0.93848, 0.88217], [-3.16145, -1.44806, 1.44724], [4.81085, -1.30353, 0.23467], [3.96876, -0.70464, -1.19472], [5.11722, 0.34054, -0.37182], [3.47819, 0.03095, 1.70999], [2.33789, -0.54619, 0.48870], [1.29926, 2.48627, 1.98478], [0.88856, 0.90716, 1.39854], [-0.77663, 3.79433, 0.57812], [0.37907, 2.87722, -1.35144], [-2.21784, 1.35161, 0.68263], [-2.26752, 1.60755, -1.04137], [-0.13630, -0.20672, -0.83901], [-1.82512, -0.64716, -1.10080], [-0.66151, -1.89180, 0.73151], [-0.73176, -0.40785, 1.72742], [-4.47292, -3.08784, -1.75618], [-3.98292, -4.19407, -1.45160], [-5.70241, -2.89929, -1.66737], [-3.72547, -2.16078, -2.14354]], "atomic_forces_ev_per_a": [[-0.315, -0.046, -0.023], [-0.074, 0.472, 0.008], [-0.062, -0.219, -0.121], [0.114, -0.024, -0.107], [-0.118, -0.044, 0.027], [0.541, -0.243, 0.168], [-0.461, 0.230, 0.286], [-0.288, -0.148, -0.395], [0.077, 0.047, 0.107], [0.187, -0.090, -0.041], [0.078, -0.011, -0.152], [0.176, 0.046, 0.098], [0.052, -0.071, 0.130], [-0.110, -0.178, 0.070], [-0.079, 0.175, 0.096], [-0.011, -0.160, -0.011], [0.055, 0.089, -0.075], [-0.027, 0.091, 0.001], [-0.228, 0.067, 0.069], [-0.090, 0.135, -0.111], [0.135, 0.054, -0.126], [0.102, -0.163, -0.237], [0.094, -0.134, 0.174], [0.106, 0.014, 0.111], [-0.016, -0.041, 0.103], [0.026, -0.005, -0.005], [0.002, 0.018, -0.003], [0.136, 0.139, -0.038]]}

# 5
{"formula": "C6H15InN", "method": "ωB97M-V/def2-TZVPD", "orbital_gap_ev": 6.62, "homo_energy_ha": -0.1213, "multiplicity": 1, "total_charge": -1, "symbols": ["C", "C", "C", "In", "N", "C", "C", "C", "H", "H", "H", "H", "H", "H", "H", "H", "H", "H", "H", "H", "H", "H", "H"], "coordinates": [[-0.03459, 3.22964, -0.21241], [-1.11092, 2.26668, 0.63001], [-0.76377, 0.65843, 0.50647], [1.14007, 0.01352, 1.54796], [1.67441, -1.91155, 0.67411], [0.72144, -2.16288, -0.32077], [0.87825, -1.62557, -1.88053], [-0.65515, -3.06142, -0.01705], [-0.27145, 4.35063, 0.12277], [-0.13486, 3.06764, -1.36813], [1.05123, 3.00795, 0.20794], [-1.15317, 2.59901, 1.75347], [-2.15059, 2.41194, 0.06165], [-1.65604, 0.03764, 0.98257], [-0.66409, 0.35800, -0.63451], [2.54035, 1.11951, 1.27569], [0.81937, -0.10418, 3.32378], [1.16773, -2.54235, -2.55158], [-0.14275, -1.20111, -2.31906], [1.65988, -0.74325, -1.97683], [-1.50240, -2.83730, -0.81861], [-0.34651, -4.19266, -0.02969], [-1.06644, -2.73832, 1.04277]], "atomic_forces_ev_per_a": [[-0.242, 0.004, 1.852], [-0.070, -0.485, -1.598], [-0.991, 0.497, -0.509], [-0.052, 0.585, 0.228], [-5.298, -1.318, -5.320], [3.156, 1.067, 3.448], [-0.511, 0.096, -0.055], [0.334, 0.689, -0.199], [0.457, -2.254, -1.136], [0.313, 0.366, 2.296], [-2.164, 0.307, -1.242], [-0.046, -0.564, -2.200], [1.902, 0.055, 1.612], [1.651, 1.261, -1.092], [-0.456, 0.706, 2.181], [-0.239, -0.194, -0.030], [0.054, -0.148, -0.333], [-0.360, 1.743, 1.144], [1.950, -1.004, 1.052], [-1.426, -2.097, 0.419], [1.802, -0.607, 1.568], [-0.768, 2.117, 0.076], [1.005, -0.824, -2.163]]}

# 6
{"formula": "C6H15InN2O5", "method": "ωB97M-V/def2-TZVPD", "orbital_gap_ev": 4.43, "homo_energy_ha": -0.6476, "multiplicity": 1, "relative_energy_kj_mol": 0.0, "total_charge": 2, "symbols": ["In", "N", "O", "O", "O", "C", "O", "C", "C", "N", "C", "C", "O", "C", "H", "H", "H", "H", "H", "H", "H", "H", "H", "H", "H", "H", "H", "H", "H"], "coordinates": [[1.19789, -0.92194, 0.96127], [-1.35423, 0.36616, 2.35006], [-0.35640, 0.26835, 1.67477], [-2.01384, 1.39598, 2.24357], [-1.55279, -0.41395, 3.19580], [-0.58273, -3.91553, -0.38640], [-0.57150, -2.52050, -0.31748], [-1.42091, -1.92146, -1.29431], [-1.41278, -0.48408, -0.90766], [-0.06020, 0.13749, -1.04258], [0.08649, 1.62158, -1.00007], [1.44946, 2.06447, -0.49973], [1.58335, 1.80639, 0.90348], [2.44968, 2.72230, 1.43391], [-0.46085, -4.17512, -1.43800], [-1.46096, -4.34344, 0.09703], [0.23826, -4.19775, 0.27272], [-2.46231, -2.22863, -1.19826], [-0.97955, -2.13361, -2.26811], [-1.88646, -0.44626, 0.07331], [-2.06521, 0.07558, -1.57790], [0.33284, -0.11740, -1.93737], [-0.60967, 2.00673, -0.25501], [-0.11351, 2.04603, -1.98392], [1.64126, 3.03033, -0.96710], [2.30155, 1.52946, -0.91900], [1.88429, 3.59093, 1.77141], [3.25341, 2.86673, 0.71192], [2.94543, 2.29115, 2.30365]], "atomic_forces_ev_per_a": [[-1.802, 1.169, -1.561], [-4.574, 2.916, 4.333], [4.828, 0.105, -4.140], [0.528, -0.271, -1.463], [-0.711, -2.992, 1.935], [0.613, -1.073, 0.805], [-0.029, 1.534, 0.593], [0.763, 0.341, 0.515], [-0.256, 0.989, -0.913], [0.390, -0.176, 1.089], [-0.043, -0.068, 1.198], [0.329, -1.520, -1.350], [-2.061, -1.317, -1.631], [2.277, 0.679, 1.735], [0.086, -0.662, 0.244], [-0.341, 0.090, -0.457], [0.240, -0.599, -0.540], [0.094, -0.559, -0.158], [-0.377, 0.004, -0.279], [0.550, 0.560, 0.025], [-0.158, 0.137, -0.148], [0.234, -0.713, -0.210], [-0.308, 0.032, -0.258], [-0.094, -0.143, -0.054], [-0.269, 0.852, 1.383], [-0.098, -0.524, -0.672], [0.328, 0.344, -0.361], [0.041, 0.837, 0.143], [-0.179, 0.026, 0.196]]}

# 7
{"formula": "C6H15InNO2", "method": "ωB97M-V/def2-TZVPD", "orbital_gap_ev": [5.22, 6.05], "homo_energy_ha": [-0.9434, -0.9443], "multiplicity": 2, "relative_energy_kj_mol": 31.8, "total_charge": 4, "symbols": ["In", "C", "O", "C", "C", "N", "C", "C", "O", "C", "H", "H", "H", "H", "H", "H", "H", "H", "H", "H", "H", "H", "H", "H", "H"], "coordinates": [[1.89270, 2.29447, -3.88792], [-1.17961, 2.37738, -1.51080], [-0.43772, 1.45083, -2.32889], [-1.00227, 0.14235, -2.12697], [-0.44972, -0.48449, -0.85013], [0.97044, -0.71075, -0.91219], [1.41796, -1.58821, 0.21512], [1.21487, -1.02629, 1.72961], [-0.14038, -0.98113, 2.13026], [-0.34703, -0.31528, 3.40028], [-1.00339, 3.41409, -1.79769], [-0.85227, 2.38817, -0.47117], [-2.26907, 2.34341, -1.50562], [-0.56595, -0.47108, -2.91528], [-2.09151, 0.16745, -2.15919], [-0.92357, -1.44759, -0.66041], [-0.66321, 0.14302, 0.01517], [1.01589, -1.19928, -1.79502], [2.48381, -1.75878, 0.06360], [0.91965, -2.54315, 0.04815], [1.73322, -0.06806, 1.76461], [1.72192, -1.77775, 2.33484], [-1.42153, -0.17808, 3.52160], [0.02440, 0.70937, 3.41531], [-0.04769, -0.88067, 4.28278]], "atomic_forces_ev_per_a": [[0.977, 0.643, -0.997], [0.058, 2.111, -1.451], [-2.478, 0.544, 2.467], [0.867, -1.152, -1.141], [-0.463, 2.557, 1.104], [-2.227, -3.249, 1.439], [0.969, 1.861, 1.358], [0.294, -0.905, -3.299], [0.827, 0.691, 1.587], [-2.393, 0.726, -0.769], [0.795, 0.053, -0.468], [0.515, -0.550, 0.694], [-0.381, -1.250, -0.138], [-0.483, 0.068, -0.619], [-0.097, 0.037, 0.067], [-0.341, -0.378, -0.217], [-0.302, -0.009, 0.122], [2.021, -0.050, -1.099], [0.183, -0.159, 0.204], [-0.291, -0.447, -0.158], [-0.102, 0.243, 0.753], [0.234, -0.127, 0.632], [-0.246, -0.599, -0.229], [1.202, -0.001, -0.103], [0.863, -0.659, 0.262]]}

# 8
{"formula": "C6H15N", "method": "ωB97M-V/def2-TZVPD", "orbital_gap_ev": 5.99, "homo_energy_ha": -0.2504, "multiplicity": 1, "relative_energy_kj_mol": 720.9, "symbols": ["C", "C", "C", "N", "C", "C", "C", "H", "H", "H", "H", "H", "H", "H", "H", "H", "H", "H", "H", "H", "H", "H"], "coordinates": [[-1.96255, 0.12176, 0.53650], [-3.14731, 0.54165, -0.31138], [-0.57120, 0.60747, 0.10059], [-0.14317, 0.24790, -1.23779], [2.66479, -0.59065, 0.77709], [2.67156, 0.84715, 0.47251], [0.25266, -1.07275, -1.26848], [-2.06321, 0.37340, 1.59428], [-1.94878, -0.97394, 0.51708], [-4.08463, 0.34416, 0.20242], [-3.06113, 1.57345, -0.65834], [-3.16381, 0.06690, -1.29807], [-0.43655, 1.67430, 0.26723], [0.11877, -0.03468, 0.68186], [3.52561, -1.08891, 0.35255], [2.35143, -0.89942, 1.76418], [1.78665, 0.05369, 0.07559], [2.55964, 1.60785, 1.23409], [3.39849, 1.07892, -0.29362], [-0.49441, -1.79094, -0.89312], [1.02017, -1.33149, -0.40938], [0.72699, -1.35581, -2.20581]], "atomic_forces_ev_per_a": [[0.183, -0.684, -0.183], [0.311, 0.563, -0.815], [-0.208, -1.332, -0.393], [1.240, 0.458, 0.243], [1.202, 1.345, 1.159], [1.219, -1.543, -0.040], [-0.433, 0.176, 0.089], [-0.265, 0.235, -0.030], [0.097, -0.012, 0.137], [-0.119, 0.193, -0.104], [-0.254, 0.383, 0.677], [0.073, -0.606, 0.334], [-0.055, 0.032, 0.068], [-0.246, 0.711, 1.182], [-0.669, -0.673, -0.493], [-0.294, -0.127, -0.195], [-0.617, 1.061, -0.935], [-1.044, -0.125, -0.122], [-0.374, 0.192, -0.264], [-0.068, -0.208, -0.337], [0.603, 0.175, 0.120], [-0.282, -0.215, -0.098]]}